1.
{
  "formula": "C7H14N3",
  "method": "ωB97M-V/def2-TZVPD",
  "energy_ev": -11946.3456,
  "charge": 1,
  "homo_energy_ev": -11.98,
  "homo_lumo_gap_ev": 8.0,
  "relative_energy_ev": 4.574,
  "species": ["N", "N", "N", "C", "C", "C", "C", "C", "C", "C", "H", "H", "H", "H", "H", "H", "H", "H", "H", "H", "H", "H", "H", "H"],
  "xyz": [[0.667, 0.643, 1.746], [0.360, 0.604, -0.913], [1.263, 1.208, -2.808], [-0.342, -0.021, 0.783], [0.880, 2.298, -2.136], [0.956, 0.152, -2.021], [-1.750, 0.603, 1.150], [0.303, 1.966, -0.927], [0.945, -1.262, -2.587], [-0.085, -1.435, 0.683], [0.137, -1.737, -0.364], [0.336, 0.845, 2.681], [1.223, -1.126, -3.667], [0.867, 1.450, 1.211], [-1.683, 0.568, 2.178], [0.901, -1.813, 1.090], [1.546, -1.946, -2.008], [1.417, -0.058, 1.820], [0.867, 3.210, -2.719], [-1.778, 1.623, 0.697], [-2.504, -0.120, 0.779], [-0.191, -1.588, -2.512], [-1.037, -2.001, 0.974], [-0.341, 2.612, -0.238]]
}

---

2.
{
  "formula": "C20H44Cl2O3P",
  "method": "ωB97M-V/def2-TZVPD",
  "energy_ev": -61923.6261,
  "charge": 1,
  "homo_energy_ev": -11.22,
  "homo_lumo_gap_ev": 9.0,
  "species": ["Cl", "Cl", "P", "O", "O", "O", "C", "C", "C", "C", "C", "C", "C", "C", "C", "C", "C", "C", "C", "C", "C", "C", "C", "C", "C", "C", "H", "H", "H", "H", "H", "H", "H", "H", "H", "H", "H", "H", "H", "H", "H", "H", "H", "H", "H", "H", "H", "H", "H", "H", "H", "H", "H", "H", "H", "H", "H", "H", "H", "H", "H", "H", "H", "H", "H", "H", "H", "H", "H", "H"],
  "xyz": [[1.432, -3.701, 0.381], [5.491, -2.718, -0.668], [2.533, -0.931, 0.245], [-7.423, 0.418, 0.003], [-4.498, 0.620, -3.181], [1.831, -2.295, 3.326], [6.073, 1.911, -0.558], [2.936, -0.555, 1.966], [1.943, -0.915, 3.076], [4.799, 2.055, 0.271], [3.591, 0.068, -0.844], [3.291, -0.229, -2.332], [-4.110, 1.818, 0.878], [-0.401, -0.998, 0.601], [4.422, -3.576, 1.697], [-2.091, 0.708, -0.208], [4.105, -3.445, 0.218], [-4.890, 1.802, -3.867], [-2.815, 2.018, 0.077], [-1.341, 0.141, 0.997], [0.836, -0.456, -0.151], [-6.927, -0.897, 0.105], [3.546, 1.572, -0.462], [2.812, -2.712, -0.183], [-5.325, 1.714, -0.035], [-6.626, 1.363, 0.695], [-7.259, 2.242, 0.817], [-0.926, -1.686, -0.063], [3.065, 0.532, 1.963], [-4.605, 2.641, -3.234], [-2.820, -0.040, -0.544], [2.760, -2.732, -1.272], [2.474, -0.932, -2.504], [-4.244, 2.621, 1.607], [3.995, -4.431, -0.229], [4.991, -4.486, 1.868], [0.969, -0.452, 2.882], [-7.547, -1.529, -0.528], [-5.446, 2.657, -0.575], [-5.135, 0.960, -0.804], [0.873, 0.634, -0.041], [-4.763, -0.141, -3.707], [-2.039, -0.217, 1.755], [-4.042, 0.892, 1.464], [6.887, 2.474, -0.105], [-3.058, 2.489, -0.880], [-4.382, 1.905, -4.829], [-0.767, 0.948, 1.472], [4.919, 1.520, 1.219], [4.169, -0.644, -2.823], [3.915, -0.992, 2.175], [5.926, 2.310, -1.565], [-5.886, -0.973, -0.235], [6.409, 0.878, -0.649], [2.650, 1.825, 0.114], [0.747, -0.632, -1.226], [4.651, 3.103, 0.534], [-6.401, 0.981, 1.704], [2.330, -0.482, 3.997], [1.407, -2.749, 2.583], [-0.130, -1.586, 1.476], [5.027, -2.741, 2.046], [3.456, 2.138, -1.391], [-1.396, 0.838, -1.046], [-2.143, 2.709, 0.594], [-5.970, 1.844, -4.024], [3.513, -3.618, 2.298], [3.019, 0.691, -2.847], [4.600, -0.291, -0.637], [-6.986, -1.260, 1.139]]
}

---

3.
{
  "formula": "C6H6N2S2",
  "method": "ωB97M-V/def2-TZVPD",
  "energy_ev": -30968.8221,
  "charge": 0,
  "smiles": "S=CS/C=C/c1ncc[nH]1",
  "homo_energy_ev": -8.43,
  "homo_lumo_gap_ev": 8.1,
  "relative_energy_ev": 0.000,
  "species": ["S", "S", "N", "N", "C", "C", "C", "C", "C", "C", "H", "H", "H", "H", "H", "H"],
  "xyz": [[6.396, 0.265, -0.169], [3.685, -0.565, 0.711], [-1.027, -1.054, -0.619], [-1.190, 0.659, 0.765], [1.041, -0.208, 0.488], [4.812, 0.125, -0.433], [-2.319, -0.680, -0.518], [2.116, -0.718, -0.122], [-0.349, -0.240, 0.161], [-2.446, 0.393, 0.328], [2.079, -1.303, -1.031], [4.354, 0.389, -1.383], [-0.915, 1.409, 1.380], [-3.092, -1.202, -1.045], [-3.297, 0.962, 0.640], [1.241, 0.378, 1.384]]
}

---

4.
{
  "formula": "C4H7NO",
  "method": "ωB97M-V/def2-TZVPD",
  "energy_ev": -7796.4151,
  "charge": 0,
  "smiles": "C1N[C@H]1[C@H]1CO1",
  "homo_energy_ev": -9.55,
  "homo_lumo_gap_ev": 10.7,
  "relative_energy_ev": 3.229,
  "species": ["O", "N", "C", "C", "C", "C", "H", "H", "H", "H", "H", "H", "H"],
  "xyz": [[0.958, -0.642, 1.020], [-1.437, 0.991, 0.377], [1.935, 0.141, 0.331], [0.744, -0.339, -0.347], [-1.694, -0.363, -0.110], [-0.534, 0.403, -0.610], [-2.528, -0.554, -0.773], [-1.071, 0.948, 1.325], [-0.592, 0.929, -1.564], [2.890, -0.374, 0.214], [1.979, 1.198, 0.576], [-1.471, -1.160, 0.605], [0.822, -1.177, -1.044]]
}